1.
{"formula": "C33H93ClN26O16Si2", "method": "ωB97M-V/def2-TZVPD", "total_charge": 0, "homo_ev": -6.94, "multiplicity": 1, "homo_lumo_gap_ev": 7.0, "total_energy_ha": -4980.4723, "de_lowest_kj_mol": 100.3, "species": ["C", "C", "O", "C", "C", "Si", "O", "Si", "C", "C", "C", "C", "C", "C", "C", "C", "C", "C", "C", "C", "O", "Cl", "C", "C", "C", "C", "H", "H", "H", "H", "H", "H", "H", "H", "H", "H", "H", "H", "H", "H", "H", "H", "H", "H", "H", "H", "H", "H", "H", "H", "H", "H", "H", "H", "H", "H", "H", "H", "H", "H", "H", "H", "H", "H", "H", "H", "H", "C", "O", "N", "N", "H", "H", "H", "H", "C", "O", "N", "N", "H", "H", "H", "H", "C", "O", "N", "N", "H", "H", "H", "H", "C", "O", "N", "N", "H", "H", "H", "H", "C", "O", "N", "N", "H", "H", "H", "H", "C", "O", "N", "N", "H", "H", "H", "H", "C", "O", "N", "N", "H", "H", "H", "H", "C", "O", "N", "N", "H", "H", "H", "H", "C", "O", "N", "N", "H", "H", "H", "H", "C", "O", "N", "N", "H", "H", "H", "H", "C", "O", "N", "N", "H", "H", "H", "H", "C", "O", "N", "N", "H", "H", "H", "H", "C", "O", "N", "N", "H", "H", "H", "H"], "coordinates": [[-2.8972, 4.7349, 0.0830], [-4.0853, 4.5806, -0.8547], [-5.2763, 4.2987, -0.1224], [-5.8233, 3.0109, -0.3632], [-4.8202, 1.8734, -0.1345], [-5.6967, 0.2279, 0.0416], [-4.6516, -1.0092, 0.4680], [-3.4406, -0.6036, 1.5321], [-1.9979, -0.0015, 0.5035], [-1.5056, -1.1811, -0.4099], [-1.5602, -0.8938, -1.9405], [-2.5489, -1.8835, -2.5693], [-0.1678, -1.1749, -2.4966], [0.7823, -0.0207, -2.1423], [0.6521, 1.1578, -3.0716], [0.4340, 2.4375, -2.7047], [-0.6099, 2.8649, -1.7006], [1.2523, 3.5468, -3.3670], [-2.9402, -2.1808, 2.4675], [-2.0344, -1.8618, 3.6005], [-1.9570, -0.8020, 4.2018], [-0.9669, -3.2420, 4.1301], [-6.4430, -0.2792, -1.6166], [-7.6541, 0.5839, -2.0068], [-6.8594, -1.7832, -1.5161], [-6.4171, -2.6185, -2.7329], [-2.5372, 3.7999, 0.4884], [-2.1066, 5.2951, -0.4071], [-3.2472, 5.3422, 0.9143], [-4.2403, 5.5485, -1.3322], [-3.9075, 3.8551, -1.6446], [-6.2662, 2.9599, -1.3573], [-6.6218, 2.8928, 0.3661], [-4.1764, 1.8376, -1.0130], [-4.2337, 2.1657, 0.7331], [-6.8191, 0.3671, 0.9881], [-3.9329, 0.4274, 2.4667], [-2.3704, 0.7642, -0.1651], [-1.1952, 0.3808, 1.1257], [-2.1386, -2.0446, -0.2293], [-0.4707, -1.3575, -0.1402], [-1.8824, 0.1142, -2.1750], [-2.6230, -1.6727, -3.6363], [-3.5471, -1.7554, -2.1574], [-2.2032, -2.9050, -2.4447], [0.1800, -2.1235, -2.0867], [-0.1848, -1.2713, -3.5810], [0.6311, 0.3046, -1.1164], [1.8093, -0.3514, -2.2853], [0.7723, 0.9508, -4.1334], [-1.4234, 2.1516, -1.6705], [-1.0294, 3.8007, -2.0593], [-0.1842, 3.0288, -0.7104], [1.1632, 4.4328, -2.7508], [2.2696, 3.1869, -3.4135], [0.8540, 3.7136, -4.3689], [-3.8594, -2.6129, 2.8634], [-2.5134, -2.9266, 1.8076], [-5.6411, -0.2352, -2.3523], [-7.3395, 1.3786, -2.6792], [-8.1217, 1.0369, -1.1376], [-8.3823, -0.0006, -2.5590], [-7.9445, -1.7901, -1.4804], [-6.5218, -2.2387, -0.5902], [-7.2979, -3.0384, -3.2130], [-5.7961, -3.4572, -2.4379], [-5.9092, -2.0103, -3.4721], [-1.1679, 4.9148, 3.4002], [-1.1884, 3.9891, 2.6130], [-0.4702, 6.0675, 3.1563], [-1.8423, 4.8801, 4.5933], [-0.4384, 6.8426, 3.7892], [0.0321, 6.1215, 2.2903], [-2.3614, 4.0479, 4.7994], [-1.8380, 5.6307, 5.2558], [4.6810, 0.6230, -2.2287], [4.0383, 1.4107, -1.5509], [4.6420, 0.5631, -3.5830], [5.5233, -0.3154, -1.6782], [5.2037, -0.0860, -4.1027], [4.0295, 1.1776, -4.0822], [5.5988, -0.3387, -0.6799], [6.0305, -0.9847, -2.2336], [-7.6904, 3.2595, 3.1609], [-7.7882, 2.2854, 2.4341], [-6.9191, 4.3428, 2.8357], [-8.3446, 3.3442, 4.3612], [-6.8281, 5.1503, 3.4205], [-6.4205, 4.3179, 1.9614], [-8.9164, 2.5654, 4.6263], [-8.2794, 4.1332, 4.9742], [0.3214, -1.1387, -6.8272], [0.5613, -0.1249, -6.1886], [0.1133, -1.1134, -8.1814], [0.2397, -2.3703, -6.2493], [-0.0870, -1.9291, -8.7270], [0.1525, -0.2212, -8.6348], [0.3880, -2.4252, -5.2584], [0.0425, -3.2094, -6.7592], [4.6585, 0.0489, -7.2019], [5.2161, -0.2487, -6.1520], [3.3423, 0.3733, -7.2463], [5.3202, 0.0750, -8.4003], [2.8591, 0.6166, -8.0881], [2.8224, 0.3580, -6.3838], [6.2945, -0.1552, -8.3962], [4.8822, 0.3171, -9.2676], [-3.3419, -5.1223, 7.3695], [-3.4720, -5.9976, 6.5179], [-2.5167, -4.0505, 7.1860], [-4.0180, -5.1493, 8.5488], [-2.3978, -3.3219, 7.8630], [-2.0108, -4.0006, 6.3200], [-4.6466, -5.9160, 8.7081], [-3.9344, -4.4394, 9.2501], [-7.2892, -5.2624, 6.5698], [-7.3034, -5.1299, 7.7860], [-6.1364, -5.4144, 5.8638], [-8.4459, -5.2712, 5.8309], [-6.1074, -5.5306, 4.8697], [-5.2624, -5.4150, 6.3814], [-9.3087, -5.1638, 6.3280], [-8.4655, -5.3792, 4.8359], [6.8326, -3.0134, -4.5328], [6.2696, -2.3553, -3.6662], [7.1567, -4.3295, -4.3457], [7.1854, -2.4795, -5.7355], [7.6194, -4.8894, -5.0351], [6.9063, -4.7435, -3.4677], [6.9391, -1.5120, -5.8818], [7.6657, -2.9840, -6.4548], [10.1704, 0.6428, -0.9711], [11.3683, 0.8307, -1.0770], [9.4356, 0.0348, -1.9592], [9.4594, 1.0069, 0.1370], [8.4468, -0.1318, -1.8948], [9.9284, -0.2413, -2.7881], [9.9658, 1.4473, 0.8813], [8.4729, 0.8603, 0.2364], [-1.7265, 7.4171, -2.9230], [-0.9986, 6.4893, -2.6223], [-2.8847, 7.2400, -3.6316], [-1.4468, 8.7122, -2.5766], [-3.4989, 7.9878, -3.8890], [-3.1169, 6.3026, -3.8998], [-0.6049, 8.8743, -2.0585], [-2.0318, 9.4894, -2.8138], [10.8179, -3.9412, -1.2607], [11.3284, -5.0312, -1.0735], [9.7473, -3.7682, -2.1035], [11.2570, -2.7992, -0.6559], [9.3108, -2.8813, -2.2687], [9.3936, -4.5819, -2.5672], [12.0359, -2.8767, -0.0308], [10.8426, -1.8992, -0.8090], [3.3351, -2.6057, 5.9858], [4.1203, -2.8076, 6.8990], [3.6864, -1.9151, 4.8605], [2.0451, -3.0513, 6.0165], [3.0582, -1.7367, 4.1007], [4.6263, -1.5721, 4.8078], [1.7557, -3.5609, 6.8291], [1.3865, -2.8945, 5.2765], [7.8498, -1.3925, 8.9194], [9.0043, -1.0952, 8.6617], [7.0743, -2.1453, 8.0882], [7.2335, -0.9881, 10.0768], [6.1192, -2.3946, 8.2766], [7.4906, -2.4563, 7.2325], [7.7729, -0.4330, 10.7121], [6.2872, -1.2189, 10.3090]], "forces_ev_per_angstrom": [[-0.6, 0.2, -0.1], [0.2, 0.7, 0.3], [0.0, -0.3, -0.1], [-0.1, -0.3, 0.5], [-0.3, 0.4, -0.4], [-0.6, -0.2, -0.9], [0.1, 0.5, 0.6], [0.5, 0.3, -0.5], [-0.3, -1.1, -0.2], [-0.3, 1.5, 0.1], [0.0, -1.8, 0.3], [0.0, 0.9, -0.4], [0.1, 0.8, 0.1], [-1.1, -0.2, -0.9], [-0.4, 0.4, 0.2], [0.0, -0.3, -0.3], [1.0, -0.1, 0.3], [-1.3, -0.9, -0.2], [-0.1, 0.2, 0.0], [0.1, 2.7, 1.6], [-0.1, -2.9, -1.5], [-0.1, 0.1, -0.2], [-0.1, -0.8, 0.8], [0.8, 0.2, -0.4], [0.0, 0.5, -0.3], [-0.6, -0.1, 0.3], [0.2, -0.2, 0.0], [0.3, -0.2, -0.1], [0.0, 0.1, 0.2], [-0.1, 0.1, -0.2], [0.0, -0.2, -0.1], [0.0, 0.0, -0.2], [-0.3, 0.1, 0.0], [0.4, -0.2, 0.1], [0.2, -0.2, 0.1], [0.1, -0.1, 0.2], [-0.1, -0.1, 0.1], [0.0, 0.5, 0.2], [0.1, 0.3, 0.0], [0.3, -0.4, 0.0], [0.0, -0.5, 0.2], [0.1, 0.3, 0.1], [0.0, -0.1, -0.2], [-0.1, -0.2, 0.2], [0.0, -0.2, 0.1], [0.0, -0.2, 0.0], [-0.1, 0.0, -0.2], [0.2, 0.0, 0.2], [0.2, 0.0, 0.3], [1.3, 0.0, 0.1], [0.0, -0.2, 0.3], [0.0, 0.3, 0.1], [-0.3, 0.1, 0.3], [0.1, 0.3, -0.2], [0.3, 0.3, -0.1], [0.2, 0.4, -0.2], [-0.1, -0.1, 0.2], [0.1, -0.1, 0.0], [0.0, 0.3, -0.2], [-0.1, 0.3, 0.0], [-0.3, 0.0, 0.1], [-0.2, -0.1, 0.0], [-0.2, -0.1, 0.2], [0.2, -0.1, 0.1], [0.0, -0.1, -0.2], [0.3, 0.0, -0.1], [0.2, 0.0, -0.1], [0.0, 0.0, 0.0], [0.0, -0.1, 0.0], [0.0, 0.0, 0.0], [0.0, 0.0, 0.0], [0.0, 0.0, 0.0], [0.0, 0.0, 0.0], [0.0, 0.0, 0.0], [0.0, 0.0, 0.0], [0.0, -0.1, 0.0], [0.0, 0.0, 0.0], [0.0, 0.1, 0.2], [0.4, 0.2, 0.3], [-0.2, -0.1, -0.1], [0.0, 0.1, 0.1], [-0.1, 0.0, 0.0], [-0.3, -0.2, -0.1], [0.2, 0.2, 0.0], [-0.1, 0.0, 0.0], [-0.1, -0.2, 0.0], [0.0, 0.0, 0.0], [0.0, 0.0, 0.0], [0.1, 0.1, 0.0], [0.0, 0.0, 0.0], [0.0, 0.0, 0.0], [-0.1, -0.1, 0.0], [0.1, -0.1, -0.2], [0.1, 0.0, 0.0], [0.0, 0.1, 0.0], [0.0, 0.0, 0.0], [-0.1, 0.0, 0.0], [0.0, 0.0, 0.0], [0.0, 0.0, 0.0], [-0.2, 0.1, -0.1], [0.4, -0.1, -0.4], [0.2, 0.0, 0.2], [0.0, -0.1, 0.1], [0.0, 0.0, 0.0], [-0.2, -0.1, -0.1], [0.0, 0.0, 0.0], [0.0, 0.0, 0.0], [0.4, 0.1, 0.3], [0.1, 0.2, 0.1], [0.0, -0.1, -0.1], [0.1, -0.2, 0.0], [0.0, 0.0, 0.0], [0.0, 0.0, 0.0], [-0.1, 0.1, 0.0], [-0.1, 0.1, 0.0], [0.0, 0.0, -0.1], [0.0, 0.0, 0.0], [-0.1, 0.3, 0.4], [0.0, 0.0, 0.1], [0.0, -0.1, 0.0], [-0.4, -0.3, -0.5], [0.0, 0.0, 0.0], [0.0, 0.0, 0.0], [0.2, 0.0, -0.3], [0.2, 0.0, 0.1], [0.0, 0.1, 0.1], [0.0, 0.1, 0.3], [0.0, 0.0, -0.1], [-0.1, 0.0, 0.0], [-0.3, 0.0, -0.1], [0.0, -0.1, 0.1], [-0.1, 0.1, 0.0], [0.0, -0.1, 0.0], [0.0, -0.3, 0.1], [0.0, -0.1, 0.0], [-0.1, 0.2, 0.0], [0.0, 0.1, -0.1], [0.0, 0.0, 0.0], [0.0, 0.0, -0.1], [-0.1, 0.0, 0.0], [0.0, 0.0, 0.0], [0.0, 0.0, 0.0], [0.0, 0.0, 0.0], [0.0, 0.0, 0.0], [0.0, 0.0, 0.0], [0.0, 0.0, 0.0], [0.0, 0.0, 0.0], [0.0, 0.1, 0.1], [0.0, 0.0, 0.0], [0.0, 0.0, 0.0], [0.0, -0.1, 0.0], [0.0, 0.0, 0.0], [0.0, 0.0, 0.0], [0.0, 0.0, 0.0], [0.0, 0.1, -0.1], [-0.1, 0.0, -0.1], [0.1, 0.0, 0.1], [0.0, 0.0, 0.0], [0.1, 0.0, 0.0], [0.0, 0.0, 0.0], [0.0, 0.0, 0.0], [0.0, 0.0, 0.0], [0.0, 0.0, 0.0], [-0.1, -0.1, 0.0], [0.0, 0.0, 0.0], [0.0, 0.0, 0.1], [0.0, 0.0, 0.0], [-0.1, 0.0, -0.2], [0.0, 0.0, 0.0], [0.0, 0.0, 0.0], [0.0, 0.0, 0.0]]}

***

2.
{"formula": "C4H7NS", "method": "ωB97M-V/def2-TZVPD", "total_charge": 0, "homo_ev": -8.74, "multiplicity": 1, "homo_lumo_gap_ev": 8.2, "total_energy_ha": -609.4814, "de_lowest_kj_mol": 202.4, "species": ["C", "C", "C", "C", "N", "S", "H", "H", "H", "H", "H", "H", "H"], "coordinates": [[-0.3933, 0.9658, -0.0787], [-1.8730, 1.1415, -0.2190], [-0.0626, -0.4434, -0.4335], [0.9319, -1.2336, 0.3338], [0.3375, 1.8537, 0.4270], [-2.3576, -0.5898, 0.2055], [-2.2733, 1.8633, 0.4905], [-2.2120, 1.3766, -1.2273], [-0.2526, -0.7260, -1.4613], [1.0691, -2.2242, -0.0934], [0.6256, -1.3361, 1.3756], [1.8978, -0.7190, 0.3304], [1.3126, 1.6144, 0.5816]], "forces_ev_per_angstrom": [[-0.2, 0.1, -0.1], [-0.5, -0.2, 0.1], [-2.8, -0.6, 0.8], [0.1, -0.1, 0.1], [0.2, 0.6, 0.3], [2.7, 0.1, -0.7], [0.1, 0.1, -0.1], [0.1, 0.1, 0.0], [0.1, 0.1, -0.1], [0.0, 0.0, 0.0], [0.0, 0.1, 0.0], [0.0, 0.0, -0.1], [0.0, -0.4, -0.1]]}

***

3.
{"formula": "C24H28CdN9O3S3Se", "method": "ωB97M-V/def2-TZVPD", "total_charge": -1, "homo_ev": -4.73, "multiplicity": 1, "homo_lumo_gap_ev": 7.2, "total_energy_ha": -5413.7148, "de_lowest_kj_mol": 71.6, "species": ["Cd", "C", "C", "C", "C", "C", "H", "H", "H", "H", "H", "N", "C", "C", "C", "C", "C", "C", "S", "O", "O", "N", "C", "N", "C", "C", "C", "N", "H", "H", "H", "H", "H", "H", "H", "H", "H", "C", "N", "C", "C", "N", "C", "C", "Se", "H", "H", "H", "H", "H", "H", "H", "H", "O", "S", "N", "C", "N", "C", "C", "N", "C", "S", "H", "H", "H", "H", "H", "H"], "coordinates": [[-0.5952, -0.7313, 0.6319], [-2.1776, -3.7660, 0.1367], [-3.1808, -3.0010, -0.5149], [-3.3621, -1.8200, 0.1741], [-2.4698, -1.8140, 1.2965], [-1.7549, -3.0693, 1.2506], [-1.7885, -4.7171, -0.1972], [-3.7053, -3.2904, -1.4127], [-4.0726, -1.0362, -0.0463], [-2.6481, -1.2428, 2.2028], [-1.0401, -3.4038, 1.9901], [6.2413, 2.9923, 1.5836], [5.2058, 2.1295, 1.9522], [5.4615, 1.0260, 2.7664], [4.4342, 0.1771, 3.1394], [3.1390, 0.4394, 2.7235], [2.8716, 1.5450, 1.9321], [3.8980, 2.3842, 1.5417], [1.8292, -0.6774, 3.1277], [0.7035, 0.1185, 3.5851], [2.3709, -1.6511, 4.0414], [1.3238, -1.3302, 1.7540], [2.1190, -1.7507, 0.7498], [1.4254, -1.9382, -0.4012], [2.1102, -2.2485, -1.4813], [3.4901, -2.4070, -1.4600], [4.0974, -2.2422, -0.2249], [3.4382, -1.9293, 0.8822], [7.1525, 2.5612, 1.5642], [6.0596, 3.5147, 0.7406], [6.4759, 0.8263, 3.0912], [4.6246, -0.7040, 3.7328], [1.8623, 1.7394, 1.6012], [3.6824, 3.2270, 0.8964], [1.5304, -2.3630, -2.3916], [4.0498, -2.6518, -2.3493], [5.1709, -2.3657, -0.1140], [-2.3590, -3.3172, -4.2445], [-3.1863, -2.1902, -3.8788], [-4.5593, -2.2094, -3.7768], [-4.9357, -1.0188, -3.2650], [-3.7924, -0.2826, -3.0648], [-3.7427, 1.0413, -2.4707], [-2.7083, -1.0069, -3.4295], [-0.9567, -0.4648, -3.3305], [-2.8779, -3.9113, -4.9953], [-2.1461, -3.9241, -3.3624], [-1.4219, -2.9369, -4.6460], [-5.1380, -3.0699, -4.0530], [-5.9063, -0.6372, -3.0136], [-4.5078, 1.6689, -2.9247], [-2.7558, 1.4558, -2.6619], [-3.8830, 0.9848, -1.3898], [1.4442, 2.7791, -1.4114], [1.0034, 1.4109, -1.0994], [0.0057, 1.2325, -0.0272], [-1.6985, 4.2284, -0.1362], [-1.3549, 3.6783, 1.1541], [-0.1572, 3.9121, 1.8046], [-0.0881, 3.0581, 2.8435], [-1.2465, 2.3152, 2.8212], [-2.0066, 2.6495, 1.7485], [-3.4587, 1.9342, 1.2908], [-1.6407, 5.3168, -0.1021], [-2.7164, 3.9209, -0.3668], [-1.0106, 3.8384, -0.8893], [0.5355, 4.6539, 1.4564], [0.6693, 2.9006, 3.5864], [-1.3749, 1.4601, 3.3391]], "forces_ev_per_angstrom": [[-0.3, -0.2, -0.3], [0.0, -0.1, 0.0], [0.0, 0.0, -0.1], [-0.1, 0.1, 0.0], [0.2, 0.1, 0.1], [0.0, -0.1, 0.2], [0.0, 0.0, 0.0], [0.0, 0.0, -0.1], [0.0, 0.0, 0.0], [0.0, 0.0, 0.0], [0.0, 0.0, 0.0], [0.1, 0.1, 0.0], [0.0, 0.0, 0.0], [0.0, 0.0, 0.0], [0.0, 0.0, 0.0], [0.0, 0.0, 0.0], [0.0, 0.0, 0.0], [0.0, 0.0, 0.0], [0.0, -0.2, 0.1], [0.0, 0.0, 0.0], [0.0, 0.1, 0.0], [-0.1, 0.3, 0.2], [-0.1, -0.1, 0.1], [0.0, 0.2, 0.1], [0.0, -0.1, -0.1], [0.0, 0.0, 0.1], [0.0, 0.0, -0.1], [0.2, 0.0, 0.0], [0.0, 0.0, 0.0], [0.0, 0.0, 0.0], [0.0, 0.0, 0.0], [0.0, -0.1, 0.0], [-0.1, 0.0, 0.0], [0.0, 0.0, 0.0], [0.0, 0.0, 0.0], [0.0, 0.0, 0.0], [0.0, 0.0, 0.0], [0.1, 0.0, 0.0], [0.0, 0.0, 0.0], [-0.2, 0.1, 0.1], [-0.1, -0.2, -0.1], [0.1, 0.0, 0.0], [0.0, 0.0, 0.1], [0.2, 0.2, 0.1], [0.1, -0.2, -0.1], [0.0, 0.0, 0.0], [0.0, 0.0, 0.0], [0.0, 0.0, 0.0], [0.0, 0.0, 0.0], [-0.1, 0.0, 0.0], [0.0, 0.0, 0.0], [0.0, 0.0, 0.0], [0.0, 0.0, 0.0], [0.0, 0.0, 0.1], [0.0, 0.0, -0.1], [0.1, 0.1, 0.0], [0.0, 0.0, -0.1], [0.0, -0.1, 0.0], [0.1, 0.0, 0.2], [0.1, 0.3, 0.0], [0.1, -0.2, -0.2], [-0.2, 0.0, 0.0], [-0.1, -0.1, 0.0], [0.0, 0.0, 0.0], [0.0, 0.0, 0.0], [0.0, 0.0, 0.0], [0.1, 0.0, 0.0], [0.1, 0.0, 0.0], [-0.1, 0.1, 0.0]]}

***

4.
{"formula": "C3H6ClIO", "method": "ωB97M-V/def2-TZVPD", "total_charge": 0, "homo_ev": -9.06, "multiplicity": 1, "homo_lumo_gap_ev": 9.4, "total_energy_ha": -950.9692, "de_lowest_kj_mol": 122.9, "species": ["C", "C", "C", "O", "Cl", "I", "H", "H", "H", "H", "H", "H"], "coordinates": [[-1.1712, 0.1185, -0.0067], [1.6001, -0.5659, -0.3454], [0.8928, 0.5452, 0.3359], [1.0859, 0.5554, 1.6736], [1.1272, 2.1240, -0.4297], [3.7559, -0.3717, -0.1208], [-1.2031, -0.3027, -0.9943], [-1.3777, -0.5793, 0.7846], [-1.6382, 1.0797, 0.0968], [1.3992, -0.5857, -1.4110], [1.3389, -1.5146, 0.1174], [0.7363, 1.3658, 2.0746]], "forces_ev_per_angstrom": [[3.8, 0.6, 0.6], [0.4, -0.1, 0.1], [-4.1, -0.6, -0.7], [0.3, 0.2, 0.4], [0.1, 0.1, 0.0], [-0.3, -0.1, -0.1], [-0.1, -0.1, -0.3], [-0.1, -0.2, 0.2], [-0.1, 0.3, 0.0], [0.0, 0.1, 0.1], [0.0, 0.1, 0.0], [0.0, -0.2, -0.3]]}